[1]
93
Properties=species:S:1:pos:R:3 method="wB97M-V/def2-TZVPD" charge=-1 max_force_ev_per_a=5.41 spin_multiplicity=1 homo_lumo_gap_ev=1.774 homo_ev=-7.6 total_energy_ha=-44466.20024 lumo_energy_ha=-0.21344
Br -2.860 9.871 4.001
Br -8.414 7.573 -1.523
Br -5.766 -5.772 1.582
Br 2.500 -5.958 -3.977
Br -2.335 3.177 5.644
Br -7.137 -4.348 -6.537
Br -10.512 -1.093 -5.697
Br 1.368 -7.360 -0.763
Br 2.299 2.742 6.164
Br 5.843 6.705 -4.746
Br -8.087 2.936 -0.982
Br 5.591 3.095 -4.863
Br -4.192 -4.380 5.610
Br -0.284 -4.064 -10.342
Br -3.493 -3.106 -11.211
Br -3.558 12.393 0.224
V 2.435 -4.848 7.686
O 10.600 -2.089 5.177
O 12.675 -5.256 7.232
O -1.674 1.030 -3.476
O 1.379 -1.312 2.026
O 15.052 -4.491 9.620
O 14.132 -6.844 8.155
O 1.953 -3.693 8.610
O 13.280 -3.457 8.657
O 12.260 -2.985 6.443
O 3.626 -0.928 0.013
O 1.679 -6.241 7.762
O -0.094 0.089 -2.029
O 10.862 -3.826 8.169
O 8.795 -2.990 7.409
O 2.072 0.271 -1.063
O 0.197 -0.138 0.379
O 0.338 2.000 -0.781
O -1.053 3.473 -1.922
C 1.302 -0.686 0.917
C 4.414 4.495 -5.674
C 0.308 -7.123 -2.533
C -5.166 -4.534 2.951
C 11.020 -2.645 6.213
C -0.833 1.063 -2.525
C -2.201 -1.830 -10.303
C 4.177 5.524 -4.542
C -8.610 4.662 -1.710
C 10.060 -3.164 7.361
C 14.110 -4.464 8.868
C 13.677 -5.688 8.022
C 2.472 -0.493 -0.121
C -0.492 2.605 6.205
C -9.241 -2.238 -6.692
C -2.772 10.480 2.095
C -1.351 -2.588 -9.433
C -0.491 2.361 -1.763
C 0.586 3.466 5.546
C -3.330 11.976 2.144
C -5.280 -5.343 4.274
C -8.005 5.739 -0.852
C 1.191 -7.420 -3.785
C -8.111 -2.730 -5.714
B 12.271 -3.894 7.648
B 0.635 0.546 -0.877
H -6.934 5.563 -0.745
H -6.334 -5.331 4.552
H 4.194 4.971 -3.603
H 0.556 -7.510 -4.667
H -8.503 5.648 0.114
H -3.200 9.832 1.330
H 1.646 -8.402 -3.662
H -4.092 -4.429 2.797
H -1.693 -1.311 -11.115
H 3.510 3.996 -6.024
H 0.654 3.545 4.461
H -4.322 12.191 2.539
H -7.338 -2.001 -5.470
H -1.908 -3.082 -8.638
H -0.325 1.554 5.968
H 0.048 -6.078 -2.363
H -8.238 4.793 -2.726
H -0.554 -7.790 -2.537
H -0.576 -2.022 -8.916
H -4.910 -6.355 4.113
H -1.735 10.551 1.768
H -8.720 -1.774 -7.529
H -9.846 -3.090 -7.003
H -8.618 -3.058 -4.806
H -5.605 -3.539 2.890
H -9.672 4.899 -1.659
H -2.707 12.793 2.509
H -0.399 2.662 7.289
H 3.317 6.155 -4.768
H -2.810 -1.069 -9.816
H 0.468 4.484 5.919
H 4.829 4.950 -6.573



[2]
71
Properties=species:S:1:pos:R:3 method="wB97M-V/def2-TZVPD" charge=+2 max_force_ev_per_a=0.43 spin_multiplicity=1 homo_lumo_gap_ev=7.602 homo_ev=-15.1 total_energy_ha=-4278.86732 lumo_energy_ha=-0.27416
Os -1.125 0.306 -1.466
Ge -0.793 -3.148 -2.620
S 2.908 0.699 5.376
O -3.161 -0.402 3.785
O 3.329 -0.436 6.137
O -2.341 3.775 -3.028
O 0.350 3.357 -3.554
O -1.379 0.011 4.948
O 2.252 1.823 5.990
N -3.184 0.835 -1.229
N -2.007 -0.067 3.918
N 0.859 0.156 -2.195
N -1.100 1.867 -2.500
N -0.835 0.385 0.537
N -0.043 0.764 2.555
C 2.974 -0.795 -2.736
C -1.812 0.038 1.446
C -5.513 0.669 -0.737
C -4.679 2.607 -1.852
C -2.275 2.708 -2.514
C -5.748 1.916 -1.294
C 4.295 1.299 4.434
C -1.318 0.245 2.679
C -0.081 -3.745 -0.895
C 0.486 -3.095 -4.083
C 1.738 -0.846 -2.113
C 2.398 1.362 -3.577
C 0.150 2.298 -3.059
C 1.508 1.343 0.691
C 1.736 0.083 4.150
C -3.428 2.033 -1.808
C 5.391 1.754 5.392
C -2.315 -4.274 -3.078
C 1.189 1.233 -2.932
C -4.223 0.164 -0.728
C 0.236 0.818 1.250
C 3.316 0.323 -3.475
C -1.752 -1.378 -2.412
C 0.847 1.214 3.657
H 0.025 -2.642 -4.960
H -2.774 -0.353 1.185
H 0.754 -4.119 -4.343
H 0.212 1.565 4.461
H 0.943 -3.449 -0.670
H 3.933 2.127 3.820
H 1.154 -0.654 4.705
H -3.017 -4.342 -2.247
H 1.989 0.590 0.072
H 6.230 2.146 4.820
H -4.792 3.569 -2.333
H 2.275 -0.428 3.350
H -6.312 0.082 -0.308
H 1.329 2.235 0.088
H 4.628 0.478 3.796
H 5.027 2.540 6.052
H -4.030 -0.810 -0.296
H 1.408 2.071 3.294
H -2.706 -1.603 -1.922
H -0.729 -3.413 -0.081
H 2.594 2.259 -4.149
H 5.741 0.921 5.998
H -1.962 -5.280 -3.304
H 2.198 1.609 1.485
H -0.098 -4.836 -0.890
H -2.841 -3.895 -3.953
H 4.275 0.386 -3.971
H 3.651 -1.632 -2.639
H -2.055 -1.102 -3.435
H 1.404 -2.557 -3.860
H -6.745 2.335 -1.308
H 1.443 -1.696 -1.512



[3]
60
Properties=species:S:1:pos:R:3 method="wB97M-V/def2-TZVPD" max_force_ev_per_a=0.62 spin_multiplicity=1 homo_lumo_gap_ev=8.691 relative_energy_ev=3.2647 homo_ev=-8.0 total_energy_ha=-1193.67798 lumo_energy_ha=0.02589
O 2.196 -3.483 6.321
O -1.136 1.493 -4.878
N -0.129 0.526 -2.485
N -2.017 -0.834 -0.803
C -1.911 -0.568 -3.804
C 0.546 -1.833 5.595
C 2.394 -2.786 7.527
C 1.281 0.491 -2.129
C 0.511 5.060 -2.580
C -1.102 -1.593 -1.633
C -1.452 -1.685 2.436
C -1.355 0.360 -0.318
C -0.712 -0.760 -2.866
C 1.297 -2.990 5.425
C -1.697 -2.218 1.240
C -0.339 -1.435 4.610
C -0.506 -2.162 3.433
C -1.515 0.160 -5.091
C 2.172 3.409 -1.116
C 1.139 -3.730 4.250
C 0.988 5.480 -1.350
C -2.653 -1.620 0.249
C 0.257 -3.324 3.277
C 0.861 3.816 -3.076
C 2.056 1.609 -2.855
C 1.693 2.974 -2.347
C -0.965 1.226 -1.520
C 1.822 4.651 -0.619
H 0.154 -3.920 2.384
H 0.715 6.451 -0.964
H -0.915 -0.533 4.760
H -2.005 -0.799 2.727
H -0.436 2.118 -1.184
H -1.164 -3.096 0.903
H -0.459 0.117 0.284
H 1.711 -0.469 -2.431
H 0.639 -1.235 6.489
H -2.303 -1.552 -4.067
H -3.221 -2.413 -0.247
H -3.356 -0.955 0.758
H 1.473 -2.731 8.116
H -0.693 -0.393 -5.577
H -2.361 0.185 -5.784
H -0.136 5.703 -3.157
H -2.699 -0.017 -3.293
H 0.054 -1.313 -3.424
H 1.725 -4.628 4.131
H 3.140 -3.357 8.078
H -1.596 -2.513 -1.953
H 2.773 -1.774 7.349
H -0.180 -1.864 -1.086
H 2.827 2.767 -0.543
H 1.848 1.540 -3.923
H -1.877 1.545 -2.029
H 0.481 3.498 -4.035
H 1.431 0.594 -1.048
H -0.573 1.486 -4.082
H -2.048 0.917 0.315
H 2.202 4.974 0.339
H 3.123 1.434 -2.698



[4]
61
Properties=species:S:1:pos:R:3 method="wB97M-V/def2-TZVPD" max_force_ev_per_a=0.69 spin_multiplicity=1 homo_lumo_gap_ev=8.822 relative_energy_ev=0.9724 homo_ev=-8.1 total_energy_ha=-1268.98118 lumo_energy_ha=0.02623
O -0.291 -1.799 -2.449
O 1.794 0.821 -2.508
O -0.880 3.275 3.483
N -0.067 -1.304 1.654
N -2.359 2.310 2.072
C 3.156 -2.958 -0.466
C -1.731 -1.231 -4.241
C 1.183 1.587 -1.563
C -0.527 -2.509 2.318
C -0.617 -0.126 2.288
C 3.126 0.426 -2.285
C 1.050 2.783 0.517
C 3.067 -3.177 -1.826
C 1.756 1.974 -0.355
C -0.233 3.225 0.218
C -1.385 3.196 2.386
C 1.932 -2.798 -2.526
C 2.097 -2.362 0.202
C 0.869 -2.204 -1.859
C -2.622 -1.351 3.091
C -0.809 2.813 -0.979
C -0.982 4.079 1.206
C -2.055 -2.610 2.437
C -0.378 -1.810 -3.859
C -2.154 -0.120 2.315
C -2.690 1.183 2.913
C -0.113 2.011 -1.860
C 0.950 -1.992 -0.474
C -0.216 -1.330 0.213
H 4.045 -3.246 0.075
H -3.714 -1.396 3.113
H -2.315 -3.493 3.023
H 2.151 -2.169 1.262
H -1.136 -1.836 -0.119
H 1.889 -2.970 -3.591
H 3.214 -0.212 -1.401
H -2.529 -1.836 -3.819
H -0.551 1.702 -2.796
H 0.431 -1.202 -4.285
H -1.833 -1.209 -5.323
H 3.785 1.294 -2.183
H -2.267 -1.281 4.122
H 1.503 3.077 1.452
H -0.134 -3.371 1.775
H -0.244 -0.093 3.317
H -0.290 -2.838 -4.240
H -0.342 4.876 1.585
H -1.870 4.515 0.747
H -0.093 -2.511 3.324
H -1.823 -0.220 -3.853
H 3.416 -0.146 -3.165
H -2.520 -0.197 1.283
H -0.275 -0.301 -0.158
H -2.239 1.374 3.889
H -1.807 3.140 -1.238
H -0.234 0.755 1.767
H -2.645 2.243 1.106
H -3.779 1.125 3.028
H 2.748 1.650 -0.083
H 3.885 -3.641 -2.358
H -2.493 -2.730 1.443